# 1
{
  "formula": "C11H9N",
  "method": "the ωB97M-V functional and the def2-TZVPD basis",
  "elements": ["N", "C", "C", "C", "C", "C", "C", "C", "C", "C", "C", "C", "H", "H", "H", "H", "H", "H", "H", "H", "H"],
  "coordinates": [[-2.272, 1.948, -3.714], [-1.621, -2.188, -1.069], [-0.225, -0.071, 0.191], [0.128, -1.465, 0.323], [-0.437, -2.500, -0.325], [1.621, 1.820, 0.739], [-1.670, 1.673, -2.798], [-0.870, 1.388, -1.690], [0.516, 0.952, 1.009], [-1.111, 0.243, -1.003], [-1.975, -0.842, -1.333], [-0.483, 0.458, 1.670], [0.884, -1.703, 0.973], [2.341, 1.532, 1.470], [-2.248, -2.982, -1.181], [-2.809, -0.791, -1.975], [-0.094, -3.592, -0.149], [2.057, 1.575, -0.325], [1.447, 2.977, 0.763], [-0.142, 2.232, -1.448], [-1.186, 0.446, 2.485]],
  "mulliken_charge": [-0.50, -0.33, 0.60, -0.47, -0.53, -1.27, -0.03, -0.19, 0.50, 0.89, -1.14, -0.82, 0.47, 0.41, 0.48, 0.42, 0.28, 0.33, 0.30, 0.24, 0.36],
  "total_charge": 0,
  "spin_multiplicity": 1,
  "energy_ev": -13037.92513,
  "homo_ev": [-7.9, -7.9],
  "smiles": "CC1=C[C@]12C=CC=C/C2=C\\C#N"
}

=====

# 2
{
  "formula": "C11H9N",
  "method": "the ωB97M-V functional and the def2-TZVPD basis",
  "elements": ["N", "C", "C", "C", "C", "C", "C", "C", "C", "C", "C", "C", "H", "H", "H", "H", "H", "H", "H", "H", "H"],
  "coordinates": [[-2.954, -1.042, 0.470], [2.813, -1.295, -0.526], [-1.631, -0.965, 0.744], [1.343, -1.013, -0.325], [-2.842, 1.032, -0.600], [1.646, 1.222, 0.593], [-1.384, 0.887, -0.482], [-0.698, 0.065, 0.345], [3.580, -0.102, -0.395], [0.787, 0.136, 0.205], [-3.629, -0.023, -0.157], [3.017, 0.989, 0.383], [-1.148, -1.711, 1.544], [2.968, -2.244, -1.319], [4.675, -0.020, -0.797], [-3.407, 1.744, -1.509], [-4.809, -0.124, -0.778], [-1.256, 1.975, -1.228], [3.680, 1.701, 1.249], [0.629, -1.693, -0.407], [1.334, 2.073, 1.244]],
  "mulliken_charge": [-0.60, -0.60, -0.17, -0.48, -0.41, -0.42, 0.00, 0.32, -0.28, 0.45, -0.02, -0.14, 0.27, 0.24, 0.28, 0.17, 0.22, 0.11, 0.15, 0.60, 0.31],
  "total_charge": 0,
  "spin_multiplicity": 1,
  "energy_ev": -13036.11864,
  "homo_ev": -9.0
}